C14H32IN4Ta | wB97M-V/def2-TZVPD

Results
HOMO-LUMO gap, eV: 7.880
Energy, Ha: -1126.406416
LUMO level, Ha: -0.002

```
! wB97M-V def2-TZVPD RIJCOSX def2/J DEFGRID3
* xyz 0 1
H 2.5344 2.3184 2.6464
Ta 0.0450 0.0167 1.0947
H -1.1147 2.6056 1.9448
H -0.4180 -3.5714 -3.2080
C 1.8139 0.4610 -1.7083
H 2.3907 0.5824 3.0721
H -1.8242 -3.5789 -0.4295
H 2.5125 0.8109 0.2843
H -3.4586 3.4567 -0.2479
H -1.4826 -0.1962 -2.3718
C 2.4210 -2.0087 0.9932
C 1.8727 1.5534 3.1071
H -2.9512 1.5641 -2.7171
C -0.1485 2.7118 2.4656
N 1.2998 -1.4285 1.7199
H 2.2432 -3.0814 0.7690
C -3.0734 2.4338 -0.0881
C -2.1592 2.2826 -2.4376
H 0.1994 -1.6913 3.5127
C -0.7200 -3.5939 -0.4590
C 1.0319 -2.1540 2.9607
C -1.8185 2.1770 -0.9442
H 0.9124 -2.5564 -1.3950
H 1.7208 1.8413 4.1692
C -0.7060 -2.5897 -2.7943
C -0.1921 -2.4610 -1.3543
H 0.7664 -3.2138 2.7618
H 2.5862 -1.4779 0.0452
H -1.0778 2.9699 -0.7109
H -0.3593 3.0005 3.5170
H 1.9281 -2.1477 3.6160
H 1.5737 0.5328 -3.8389
N -1.2030 0.9113 -0.5609
C 1.6201 0.9879 -0.3548
H -0.3531 -3.4620 0.5725
H -3.8668 1.7137 -0.3541
N -0.4942 -1.1782 -0.7275
H 3.3514 -1.9449 1.5954
I -2.2933 -0.8541 2.5562
H -1.8085 -2.5165 -2.8346
C 1.4381 1.0379 -2.8755
H -0.2774 -1.8059 -3.4424
H -1.2749 2.0903 -3.0665
N 0.6016 1.4622 2.4031
H 1.0185 2.0517 -2.8997
H -2.5346 3.2957 -2.6621
C -1.1069 -0.1594 -1.3381
H -0.3909 -4.5812 -0.8299
H 2.2590 -0.5458 -1.7769
H 0.4077 3.5477 1.9905
H 1.4140 2.0750 -0.3557
H -2.8533 2.3044 0.9848
*
```

C14H32LaNO2P2Si | wB97M-V/def2-TZVPD

Results
HOMO-LUMO gap (spin up / spin down), eV: 3.279 / 3.277
Energy, Ha: -1761.103021
LUMO level (spin up / spin down), Ha: -0.269 / -0.269

```
! wB97M-V def2-TZVPD RIJCOSX def2/J DEFGRID3
* xyz 2 1
H -2.2841 -3.3969 2.6585
N 0.5428 -1.4634 -1.5443
H 0.4191 -3.2685 0.6613
H 3.8054 1.7246 -1.1587
H 2.4851 0.3132 -3.5919
C 1.3088 -1.1785 -2.6461
H -1.5253 3.0790 3.5040
C 1.0095 2.5568 -3.3369
H 0.0437 4.7569 2.6853
H 0.4439 1.9319 -4.0418
H -0.4930 -4.5637 -2.3551
H -3.1703 0.1533 -2.5966
H -1.9139 -1.7223 3.1736
H 1.5958 1.1692 1.8237
P 1.4715 1.6057 -1.8435
H -0.5776 -2.8528 2.8183
H -3.4045 -3.5877 0.6054
H 1.3641 4.0870 3.6711
O -2.3347 -0.2169 -2.3575
C 0.9812 0.9541 2.7127
H 0.6427 -3.9242 -4.5162
C -0.4443 -3.1451 -0.0234
P -1.6174 -1.9645 0.8094
H 3.1041 -0.1546 -2.0301
C -3.2088 -2.5945 0.1781
H 0.5271 -0.0431 2.5972
H 1.3456 3.8187 1.9032
H 0.3778 3.4023 -3.0294
C 0.0068 -3.6006 -2.4784
H -1.8609 1.2499 4.7588
H -0.1497 0.9713 5.1870
H 1.9140 2.9436 -3.8267
H 1.6752 0.8843 3.5642
H -2.0799 2.5454 1.6372
C -1.5937 -2.5515 2.5258
H -4.0050 -1.9041 0.4913
O -1.2973 1.9791 1.6901
H 3.3184 3.1636 -2.1136
H -3.2165 -2.6649 -0.9186
C 2.1856 0.0611 -2.6131
C 0.6433 -3.2464 -3.6638
H 2.8098 3.0025 -0.4049
C -0.8643 1.7095 4.7985
C 1.3320 -2.0402 -3.7249
H -2.1387 -0.9031 -3.0227
C 0.0287 -2.7295 -1.4066
Si -0.3013 2.3290 3.0656
La -0.6691 0.2874 -0.5549
C 0.7177 3.8970 2.8022
H 1.9113 -1.7496 -4.6038
C 3.0024 2.4526 -1.3369
H -0.9641 -4.1152 -0.0821
H -0.8992 2.5530 5.4998
*
```

C14H32N2O3PS | wB97M-V/def2-TZVPD

Results
HOMO-LUMO gap, eV: 7.763
Energy, Ha: -1627.039104
LUMO level, Ha: -0.139

```
! wB97M-V def2-TZVPD RIJCOSX def2/J DEFGRID3
* xyz 1 1
C 2.8923 4.0908 -2.0689
O -0.1802 -3.0786 1.5590
C 0.7060 -3.7929 0.6828
C 2.1871 -3.6090 1.1065
H -1.9570 -2.0526 1.4421
O -2.1081 0.6649 1.5474
C -2.6414 -1.6476 2.1830
N -1.2740 -4.4985 3.2313
H -5.2964 1.6773 0.9994
O 1.1231 2.4177 -2.4358
H 1.3144 1.0450 0.7361
C -3.2950 0.9057 0.8021
N 0.4520 -3.2377 -0.6904
H -0.5440 -3.4032 -0.8939
H 3.2408 -3.0759 -0.7263
H 2.2111 4.9274 -1.9089
C 2.0637 -1.3408 -0.1522
H -3.6063 -0.0056 0.2787
H -4.7521 0.7765 2.4132
H -0.1480 -1.2016 -0.3074
H 2.7225 -4.5728 1.1439
H 0.4955 -4.8726 0.6244
H 0.2885 3.9862 -1.3694
H 2.0792 3.4359 -3.9665
C 0.0265 3.2786 -2.1627
H -2.6559 -2.3221 3.0393
H -0.7912 3.2932 -4.1604
H 2.2453 -3.2075 2.1365
H 0.6512 -0.6731 2.0619
H 3.1316 3.6695 -1.0901
H -1.2201 -0.3173 3.0697
H 2.6165 -0.7491 -0.9019
C -2.2131 -0.2585 2.6197
H -3.0267 1.6285 0.0298
H 3.0163 2.2288 -3.1126
H 0.7368 -1.5050 -1.8466
H 3.8817 -2.2473 0.7324
P 1.7460 -0.1969 1.2863
H 3.8075 4.4872 -2.5108
C 2.9622 -2.5621 0.2144
H 0.9739 -3.7405 -1.4143
C -4.4333 1.4693 1.6327
H -3.6392 -1.6454 1.7424
H -1.3666 4.6124 -3.1240
H -2.8789 0.1309 3.3949
S 3.3376 0.1553 2.3480
H 0.2512 4.6695 -3.8208
C -0.7096 -4.0499 2.3779
H -0.7657 2.6434 -1.7603
C -0.4986 4.0065 -3.3874
C 0.6791 -1.7617 -0.7745
C 2.2888 3.0298 -2.9720
H -4.1267 2.3952 2.1220
*
```

energy of number 2 (C14H32LaNO2P2Si)? -1761.103021 Ha